[1]
# C4H9NOS

C4H9NOS in the gas phase (ωB97M-V/def2-TZVPD, the OMol25 dataset).

- HOMO-LUMO gap: 0.3682 Ha
- SMILES string: O=CNCCCS
- Energy relative to the best compared isomer or geometry (same formula, charge and spin): 65.2 kJ/mol
- F_max: 0.638 eV Å⁻¹

Structure (XYZ):
```
16
Properties=species:S:1:pos:R:3:forces:R:3:nbo_charge:R:1
C 0.404 0.989 0.495 0.28 -0.44 0.19 -0.216
N 0.424 0.886 -0.944 -0.02 0.03 -0.43 -0.629
C -0.550 1.343 -1.772 0.21 0.08 0.39 0.533
O -0.637 1.052 -2.942 -0.11 0.09 -0.11 -0.599
C -0.363 -0.134 1.191 -0.09 -0.01 -0.32 -0.429
C 0.264 -1.511 1.010 0.03 -0.17 -0.62 -0.511
S -0.324 -2.506 -0.412 -0.23 -0.12 0.12 -0.052
H 0.038 1.965 0.802 -0.16 0.13 -0.08 0.208
H 1.442 0.925 0.817 0.14 0.18 0.15 0.200
H 1.115 0.307 -1.397 0.01 -0.07 0.12 0.399
H -1.223 2.047 -1.247 -0.18 -0.09 -0.17 0.102
H -1.379 -0.186 0.803 -0.18 0.14 0.05 0.217
H -0.431 0.089 2.254 0.06 0.09 0.15 0.215
H -0.003 -2.140 1.852 0.15 -0.14 0.11 0.231
H 1.348 -1.474 0.913 0.05 0.13 0.35 0.208
H -0.125 -1.652 -1.423 0.06 0.14 0.09 0.122
```
Forces are in eV/Å.

[2]
# C4H9NOS

C4H9NOS in the gas phase in a non-equilibrium geometry (ωB97M-V/def2-TZVPD, the OMol25 dataset).

- HOMO-LUMO gap: 0.3619 Ha
- SMILES string: C[C@H](CS)NC=O
- Energy relative to the best compared isomer or geometry (same formula, charge and spin): 252.3 kJ/mol
- F_max: 5.977 eV Å⁻¹

Structure (XYZ):
```
16
Properties=species:S:1:pos:R:3:forces:R:3:nbo_charge:R:1
O 1.440 -1.776 -2.209 -0.33 -0.77 0.83 -0.561
C 1.351 -2.036 -1.030 -2.39 5.47 -0.23 0.555
N 0.712 -1.119 -0.067 0.70 -2.42 0.54 -0.675
C -0.357 -0.122 -0.225 1.48 0.16 -0.12 -0.060
C -0.809 0.143 1.231 1.58 1.25 -0.18 -0.503
S -1.896 1.616 1.454 -2.82 -0.20 -0.45 -0.135
C 0.175 1.097 -0.953 -2.61 1.55 0.93 -0.621
H 1.777 -2.818 -0.525 1.32 -2.37 1.19 0.118
H 0.866 -1.333 0.953 -0.05 -0.24 -1.82 0.380
H -1.235 -0.459 -0.676 -1.18 -1.28 -1.41 0.189
H -1.222 -0.832 1.625 0.19 1.56 0.14 0.247
H 0.118 0.500 1.660 0.34 -0.68 0.97 0.219
H -1.551 2.869 1.951 1.43 -1.54 -0.16 0.185
H 0.611 1.007 -1.954 0.08 -0.52 0.57 0.246
H 0.828 1.533 -0.178 0.15 0.51 -0.89 0.197
H -0.806 1.728 -1.060 2.09 -0.49 0.10 0.218
```
Forces are in eV/Å.